{"formula": "C4H4N5O6", "method": "wB97M-V/def2-TZVPD", "symbols": ["O", "O", "O", "O", "O", "O", "N", "N", "N", "N", "N", "C", "C", "C", "C", "H", "H", "H", "H"], "coordinates": [[2.93092, -0.48144, 2.07807], [-2.55997, 0.26524, -0.00637], [1.07446, -1.49995, 1.57585], [-1.26976, -3.47186, 0.63767], [-4.11980, -0.28600, 1.37408], [0.94235, -3.48664, -1.17237], [0.84450, -1.17539, -1.72442], [-3.03967, -0.41960, 0.87711], [1.86414, -0.54551, 1.43667], [-2.31975, -1.48790, 1.40213], [1.66738, 0.44410, 0.59421], [-1.81382, -2.49782, 0.92118], [0.50960, 0.17714, -1.47878], [0.40935, 0.50701, -0.02531], [0.84529, -2.31797, -1.23460], [-0.47976, 0.40818, -1.99013], [-0.18337, -0.34874, 0.35744], [1.25551, 0.92964, -2.00113], [-0.02765, 1.48527, 0.05944]], "atomic_forces_ev_per_a": [[-0.9, 0.3, -0.6], [2.5, 2.2, -3.3], [0.7, 1.1, -0.5], [1.4, -2.3, -0.4], [-5.0, 0.8, 2.3], [0.0, 1.0, 0.7], [0.5, -2.8, 1.2], [1.7, -2.6, 0.9], [0.7, -3.0, 2.4], [1.6, -1.5, -0.2], [0.8, 2.3, -1.3], [-2.3, 3.5, 0.7], [0.1, 2.0, -2.7], [-1.1, -2.3, 1.0], [0.1, 1.7, -2.6], [1.0, -0.3, 1.0], [-0.5, 1.3, 0.2], [-1.0, -1.8, 0.9], [-0.2, 0.4, 0.4]], "e_tot_ev": -23938.896, "e_homo_ev": [-1.1, -5.0], "total_charge": -1, "multiplicity": 3, "homo_lumo_gap_ev": [3.988, 4.486]}

---

{"formula": "C66H76Br2CsN3O5P2S", "method": "wB97M-V/def2-TZVPD", "symbols": ["Cs", "Br", "Br", "S", "P", "P", "O", "O", "O", "O", "O", "N", "N", "N", "C", "C", "C", "C", "C", "C", "C", "C", "C", "C", "C", "C", "C", "C", "C", "C", "C", "C", "C", "C", "C", "C", "C", "C", "C", "C", "C", "C", "C", "C", "C", "C", "C", "C", "C", "C", "C", "C", "C", "C", "C", "C", "C", "C", "C", "C", "C", "C", "C", "C", "C", "C", "C", "C", "C", "C", "C", "C", "C", "C", "C", "C", "C", "C", "C", "C", "H", "H", "H", "H", "H", "H", "H", "H", "H", "H", "H", "H", "H", "H", "H", "H", "H", "H", "H", "H", "H", "H", "H", "H", "H", "H", "H", "H", "H", "H", "H", "H", "H", "H", "H", "H", "H", "H", "H", "H", "H", "H", "H", "H", "H", "H", "H", "H", "H", "H", "H", "H", "H", "H", "H", "H", "H", "H", "H", "H", "H", "H", "H", "H", "H", "H", "H", "H", "H", "H", "H", "H", "H", "H", "H", "H"], "coordinates": [[0.33078, 0.06679, 0.72946], [5.13312, 0.65765, 3.15006], [6.88873, -4.67796, 2.66282], [-1.34995, 3.21754, 2.24730], [-1.81178, -3.11124, -2.45336], [2.91922, 0.29399, -2.48921], [4.28849, -0.58598, -2.37529], [2.66838, 0.10346, -4.08054], [-0.65877, 1.94390, 2.58794], [2.70353, -0.45327, 1.62797], [3.61848, 1.77090, -2.38933], [-0.79654, 2.84048, -3.26638], [-3.71652, 0.16085, 0.87761], [2.09207, -3.03832, 1.03484], [-3.18986, -2.01741, -3.05256], [-4.50226, 0.84165, 0.00039], [5.68432, -1.87470, -0.91233], [-0.96029, 4.22028, -1.32714], [-3.89803, 1.85541, -0.78604], [-3.90474, 3.26910, 5.08575], [-2.77131, 2.69319, -6.40927], [4.75224, -1.12114, 2.59250], [-2.37155, 3.09093, -5.14759], [1.27381, 3.23562, 4.27494], [1.80408, -4.26853, 0.68031], [-1.01394, 4.06145, -2.73376], [-1.11128, 5.45030, -0.71888], [-6.61160, 1.31088, -1.12975], [-3.30934, 2.48066, 4.10606], [-0.61998, -3.00592, -3.87146], [-3.68147, 1.48572, 6.67863], [-6.41138, -0.49587, 0.58586], [-2.87048, -5.43426, -3.89164], [3.98590, -5.04867, 1.30542], [-4.32949, -1.95596, -2.03820], [-2.36208, -4.88907, -2.56027], [-3.09160, 2.99542, 2.72160], [5.72114, -2.10070, 2.80927], [-4.62801, 2.55643, -1.70230], [-0.24266, -1.54376, -4.08354], [3.30808, -2.75298, 1.55367], [-5.87334, 0.56696, -0.18136], [1.53754, 2.43145, 6.52112], [-0.91640, 1.20123, -6.54312], [-6.00385, 2.28401, -1.87474], [0.30564, 2.97309, 6.85468], [-1.31952, 6.60991, -1.46274], [3.92443, -0.84731, -5.88880], [5.51211, -3.38284, 2.38616], [-3.84077, -2.43273, 3.45069], [2.75822, -5.30671, 0.77033], [-4.09492, 2.77364, 6.36837], [-5.60275, -1.19845, 1.42125], [-1.21251, 5.26177, -3.47247], [2.02155, 2.56290, 5.22621], [-4.21849, -0.85269, 1.55092], [-1.94223, -1.68087, 2.05780], [-2.91915, 1.17767, 4.41609], [-3.09950, 0.68926, 5.70016], [0.63043, -3.83315, -3.57304], [3.67186, 0.39253, -5.05744], [4.91767, -0.58384, -1.08137], [-1.15054, -2.53802, 2.84849], [-0.51096, 1.58604, -5.28001], [-3.33533, -5.22109, -1.42734], [-2.05173, 1.74773, -7.13530], [-3.01630, -3.27564, 4.17888], [-1.35899, 6.48722, -2.85085], [2.73758, 2.90926, -2.28450], [0.03006, 3.77405, 4.59697], [-3.30727, -1.67452, 2.39802], [-1.21864, 2.55085, -4.52450], [-1.65951, -3.34180, 3.86153], [-3.73099, -2.20647, -4.46998], [0.40266, -4.54630, 0.22442], [-0.44616, 3.63502, 5.89475], [3.53711, -1.34456, 1.91402], [4.29602, -3.74656, 1.75430], [-0.79248, 4.43776, 3.53343], [2.61025, 3.62745, -3.60793], [-1.42231, 4.02288, 6.15123], [0.61712, -1.45785, -4.74968], [0.06756, -3.79952, -0.49442], [2.99908, -1.18795, -6.35432], [-4.97397, -1.10056, -2.25214], [-1.06609, 5.50822, 0.36450], [-1.05596, -0.96078, -4.51337], [-4.56506, 3.39336, 7.12318], [-7.45852, -0.75949, 0.47159], [-3.95202, -1.85296, -1.01973], [-0.78993, 3.33790, -0.72547], [-2.69454, -1.03948, -3.01698], [-0.34047, 0.44817, -7.07356], [-4.23090, 4.27461, 4.83887], [-4.13874, 3.31015, -2.30688], [-1.00996, -4.00935, 4.42356], [-2.94867, -2.42716, -5.19695], [4.65226, -0.63803, -6.67613], [0.31549, -5.54137, -0.21560], [-2.21123, -5.18503, -4.72396], [-4.88837, -2.35800, 3.73321], [1.35320, -3.72507, -4.38576], [3.17882, 3.56002, -1.52701], [-4.23230, -1.29344, -4.80058], [-1.50033, 7.37257, -3.46463], [3.59208, 3.94969, -3.96293], [-3.67248, 3.12510, -6.83434], [-3.41708, 2.25756, 1.98877], [-3.00854, -4.79034, -0.47928], [-2.95059, -6.52544, -3.84694], [0.35499, 1.12474, -4.81987], [-1.23274, 5.20632, -4.55508], [-1.42407, -5.40738, -2.32240], [-2.83714, 2.03613, -0.67029], [-3.42338, -3.86908, 4.99100], [6.11962, -1.92366, 0.08718], [1.75040, 2.59194, -1.93302], [2.96652, 2.11546, 4.94440], [5.01568, -2.72823, -1.03027], [-3.59470, 3.94270, 2.51739], [3.29460, 1.21317, -5.67362], [-2.96390, 3.82049, -4.60665], [2.50004, -6.30160, 0.42889], [4.30922, -1.64765, -5.25679], [-3.86252, -5.04302, -4.12295], [2.14249, 2.98671, -4.35312], [-6.57085, 2.84072, -2.61051], [-4.33344, -4.83497, -1.64097], [1.64704, 3.30939, 3.26136], [-5.98918, -2.04505, 1.97229], [4.15412, -0.48049, -0.30285], [5.57386, 0.28803, -1.01548], [-2.79298, -0.32507, 5.92333], [-1.67258, 4.93464, 3.94227], [2.11436, 1.89201, 7.26186], [-3.82642, 1.09694, 7.67960], [0.04113, -1.07251, -3.13818], [1.11398, -3.48484, -2.65722], [4.72609, -5.83282, 1.39923], [-7.66365, 1.08373, -1.26875], [6.64559, -1.83308, 3.30370], [-0.20249, 5.16576, 2.97556], [-4.46395, -3.01606, -4.50438], [-0.07506, -2.56321, 2.65975], [-3.42324, -6.30454, -1.30203], [-1.08031, -3.38606, -4.79093], [6.48243, -1.95192, -1.65305], [-2.48372, 0.54959, 3.65028], [-1.43747, 7.57209, -0.98007], [1.96416, 4.49914, -3.49107], [-0.08667, 2.86241, 7.85820], [-4.95122, -2.85388, -2.08504], [-0.28348, -4.47153, 1.07099], [0.41433, -4.89719, -3.45503], [4.58748, 0.72754, -4.56703], [-2.37260, 1.43840, -8.12251]], "atomic_forces_ev_per_a": [[-0.9, -0.2, -0.8], [0.0, 0.0, 0.0], [0.0, 0.0, 0.0], [0.0, 0.0, 0.1], [0.0, 0.1, 0.0], [-0.2, 0.0, 0.0], [0.1, 0.1, -0.1], [0.0, 0.0, 0.0], [-0.1, 0.2, 0.1], [0.9, -0.1, 0.4], [0.0, 0.0, -0.1], [0.0, 0.0, 0.1], [0.0, 0.0, 0.0], [0.1, 0.1, -0.1], [0.0, 0.0, -0.1], [0.0, 0.0, 0.0], [0.0, 0.0, 0.0], [0.0, 0.1, 0.1], [0.0, 0.0, 0.0], [0.0, 0.0, 0.0], [0.0, 0.0, -0.1], [0.1, 0.0, -0.1], [-0.1, 0.0, 0.0], [0.0, 0.0, 0.0], [-0.1, -0.1, 0.0], [0.0, 0.0, -0.1], [0.0, 0.0, 0.0], [0.0, 0.0, 0.0], [0.0, 0.0, 0.0], [0.0, -0.1, -0.1], [0.0, 0.0, 0.0], [0.0, 0.0, 0.0], [0.0, 0.0, 0.0], [0.0, 0.0, 0.0], [0.0, 0.0, 0.0], [0.0, 0.0, 0.0], [0.0, 0.0, 0.0], [0.0, 0.0, 0.0], [0.0, 0.0, 0.0], [0.0, 0.0, 0.0], [0.0, 0.0, 0.0], [0.0, 0.0, 0.0], [0.0, 0.0, 0.0], [0.0, 0.0, 0.0], [0.0, 0.0, 0.0], [0.0, 0.0, 0.0], [0.0, 0.0, 0.0], [0.0, 0.0, 0.0], [0.0, 0.0, 0.0], [0.0, 0.0, 0.0], [0.0, 0.0, 0.0], [0.0, 0.0, 0.0], [0.0, 0.0, 0.0], [0.0, 0.1, -0.1], [0.0, 0.0, 0.0], [0.0, 0.0, 0.0], [0.2, -0.1, -0.1], [0.0, 0.0, 0.0], [0.0, 0.0, 0.0], [0.0, 0.0, 0.0], [0.0, 0.0, 0.0], [-0.1, 0.0, 0.1], [-0.2, 0.1, 0.1], [0.0, 0.0, 0.1], [0.0, 0.0, 0.0], [0.0, 0.0, 0.0], [0.0, 0.0, 0.0], [0.0, 0.0, 0.1], [0.0, 0.0, 0.1], [0.0, 0.0, 0.0], [0.0, 0.0, -0.1], [0.1, 0.0, -0.2], [0.0, 0.0, 0.1], [0.0, 0.0, 0.0], [0.0, 0.0, 0.0], [0.0, 0.0, 0.0], [0.0, 0.0, 0.2], [0.0, -0.1, 0.0], [0.0, 0.0, 0.0], [0.0, 0.0, 0.0], [-0.1, 0.0, 0.0], [0.0, 0.0, 0.0], [0.0, 0.0, 0.0], [0.0, 0.0, 0.0], [0.0, 0.0, 0.0], [0.0, 0.0, 0.0], [0.0, 0.0, 0.0], [0.0, 0.0, 0.0], [0.0, 0.0, 0.0], [0.0, 0.0, 0.0], [0.0, -0.1, 0.0], [0.0, 0.0, 0.0], [0.0, 0.0, 0.0], [0.0, 0.0, 0.0], [0.0, 0.0, 0.0], [0.0, 0.0, 0.0], [0.0, 0.0, 0.0], [0.0, 0.0, 0.0], [0.0, 0.0, 0.0], [0.0, 0.0, 0.0], [0.0, 0.0, 0.0], [0.0, 0.0, 0.0], [0.0, 0.0, 0.0], [0.0, 0.0, 0.0], [0.0, 0.0, 0.0], [0.0, 0.0, 0.0], [0.0, 0.0, 0.0], [0.0, 0.0, -0.1], [0.0, 0.0, 0.0], [0.0, 0.0, 0.0], [0.0, 0.0, 0.0], [0.0, 0.1, 0.1], [0.0, 0.0, 0.0], [0.0, 0.0, 0.0], [0.0, 0.0, 0.0], [0.0, 0.0, 0.0], [0.0, 0.0, -0.1], [0.0, 0.0, 0.0], [0.0, 0.0, 0.0], [0.0, 0.0, 0.0], [0.0, 0.0, 0.0], [0.0, -0.1, 0.0], [0.0, 0.0, 0.0], [0.0, 0.0, 0.0], [0.0, 0.0, 0.0], [0.0, -0.1, 0.0], [0.0, 0.0, 0.0], [0.0, 0.0, 0.0], [0.0, 0.0, 0.0], [0.0, 0.0, 0.0], [0.0, 0.0, -0.1], [0.0, 0.0, 0.0], [0.0, 0.0, 0.0], [0.0, 0.0, 0.0], [0.0, 0.0, 0.0], [0.0, 0.0, 0.0], [0.0, 0.0, 0.0], [0.0, 0.0, 0.0], [0.0, 0.0, 0.0], [0.0, 0.0, 0.0], [0.0, 0.0, 0.0], [0.0, 0.0, 0.0], [0.0, 0.0, 0.0], [0.0, -0.1, 0.1], [0.0, 0.0, 0.0], [0.0, 0.0, 0.0], [0.0, 0.0, 0.0], [0.0, 0.0, 0.0], [0.0, 0.0, 0.0], [0.0, 0.0, 0.0], [0.0, 0.0, 0.0], [0.0, 0.0, 0.0], [0.0, 0.0, 0.0], [0.0, 0.0, 0.0], [0.0, 0.0, 0.0], [0.0, 0.0, 0.0]], "e_tot_ev": -254432.831, "e_homo_ev": -1.7, "total_charge": -2, "multiplicity": 1, "homo_lumo_gap_ev": 5.130, "e_above_lowest_ev": 0.2749}

---

{"formula": "C4H5N2O5S2", "method": "wB97M-V/def2-TZVPD", "symbols": ["S", "S", "O", "O", "O", "O", "O", "N", "N", "C", "C", "C", "C", "H", "H", "H", "H", "H"], "coordinates": [[-0.59408, 2.49209, 0.32059], [-1.63145, -0.05539, -0.42155], [-1.15029, 2.25408, 1.70331], [-0.84400, 3.96092, -0.01743], [-2.06691, -0.86710, -1.64248], [-2.63258, -0.15707, 0.72082], [1.11539, 2.29355, 0.35002], [-1.35320, 1.58897, -0.92808], [1.85671, 1.82191, -2.10013], [0.13363, -2.31405, 0.08982], [1.60919, 2.27926, -0.99954], [-0.00488, -0.69413, 0.20852], [1.41800, -2.85539, 0.54872], [-0.73210, -2.96316, -0.29258], [1.57924, -2.94448, 1.69206], [2.27045, -3.15264, -0.16399], [0.89849, -0.28459, -0.38940], [0.12839, -0.40278, 1.32131]], "atomic_forces_ev_per_a": [[-6.9, 4.2, 0.9], [-3.4, -0.9, -0.1], [3.0, -0.7, -3.2], [1.9, -4.2, 0.0], [1.8, 2.5, 3.0], [3.0, 0.3, -2.8], [1.2, 0.1, -4.0], [2.0, -1.1, 2.8], [-0.9, 3.0, 5.6], [1.5, 0.3, 0.8], [-0.7, -3.5, -1.6], [0.6, -1.7, 1.4], [-1.5, 0.4, 0.0], [1.9, 1.4, -1.1], [0.6, 1.9, -1.9], [-2.0, -1.2, 1.1], [-1.9, -0.6, 0.8], [-0.4, -0.1, -1.7]], "e_tot_ev": -39110.429, "smiles": "C=CCS(=O)(=O)N=[S@](=O)([O-])OC#N", "e_homo_ev": -5.2, "total_charge": -1, "multiplicity": 1, "homo_lumo_gap_ev": 7.034, "e_above_lowest_ev": 7.9684}